This record from the OMol25 dataset describes C45H62AlCaCl2F11N6O14PS3 as an isolated structure. The level of theory is the ωB97M-V functional and the def2-TZVPD basis.

Computed properties:
**LUMO**: -5.956 eV
**HOMO-LUMO gap**: 0.04213 Eh
**Total charge**: +1
**Molecular weight**: 1385.14 g mol⁻¹
**Max |F|**: 6.7 eV/A
**Calculated total energy**: -206994.0389 eV

```
146
Properties=species:S:1:pos:R:3:forces:R:3:lowdin_charge:R:1
C 3.172 0.510 0.930 -0.2 0.9 1.6 -0.34
P 3.990 -1.110 0.384 0.7 -0.1 -0.3 0.85
C 5.018 -1.639 1.955 0.2 -0.3 0.6 -0.32
C 2.811 -2.525 -0.035 -1.9 -5.7 -0.4 -0.25
C 1.188 -2.475 -0.253 -0.5 -3.2 -0.4 -0.07
C 0.397 -1.047 -0.167 -0.1 -0.2 -1.2 -0.18
C -0.145 -0.627 1.320 -1.9 -0.7 -0.3 -0.19
C -1.752 -0.193 1.151 0.9 1.6 -0.2 -0.17
C -1.702 1.232 0.276 0.4 -0.5 -0.3 -0.26
N -2.091 1.036 -1.184 1.3 -0.4 0.8 -0.02
C 0.269 -3.836 -0.571 1.7 0.8 0.1 0.00
C -1.381 -3.801 -0.745 0.5 -0.9 -0.2 -0.11
C -2.190 -3.824 0.699 -1.0 1.2 -0.7 -0.16
O -2.930 -5.109 0.927 2.7 0.3 0.7 -0.18
C -2.006 -6.176 1.340 0.8 0.9 -0.8 -0.10
C -2.328 -6.766 2.835 0.2 2.7 1.2 -0.13
F -1.366 -6.069 3.769 -2.7 -2.1 -2.3 -0.02
F -3.692 -6.322 3.311 4.3 -2.1 -1.5 0.02
C -2.056 -8.369 3.029 1.0 -0.9 2.7 -0.11
F -0.596 -8.696 3.002 -4.6 1.2 -0.2 0.03
F -2.512 -8.719 4.425 1.3 0.9 -4.4 0.02
C -2.864 -9.349 1.994 1.0 -2.3 0.0 -0.11
F -2.177 -9.517 0.659 -2.3 0.9 4.3 0.01
F -2.819 -10.728 2.610 -0.3 4.3 -2.0 0.01
C -4.453 -9.000 1.797 -1.9 -0.6 -0.8 -0.03
F -5.148 -8.914 3.135 2.6 0.2 -4.0 -0.04
F -4.720 -7.812 0.936 1.2 -3.5 3.2 0.01
C 0.942 -5.357 -0.737 1.2 0.3 0.1 -0.18
N 0.282 -6.683 -1.054 4.3 3.5 1.4 -0.28
S 1.575 -7.904 -1.046 0.4 6.6 1.0 0.87
N 2.933 -6.832 -0.704 -1.6 3.2 0.3 -0.33
C 2.567 -5.375 -0.536 -2.5 -2.9 -0.7 -0.15
C 3.500 -4.040 -0.217 -2.0 1.2 0.1 -0.12
C 5.126 -4.326 -0.105 -0.5 -0.2 -1.4 -0.19
C 5.567 -5.118 -1.512 0.7 -0.2 -2.6 -0.20
C 5.268 -4.241 -2.904 1.3 -3.4 -0.7 -0.20
C 5.620 -4.849 -4.387 0.1 -1.0 3.6 -0.22
C 6.285 -6.346 -4.458 -0.3 1.3 3.4 -0.22
C 6.561 -7.232 -3.069 -1.6 3.6 0.6 -0.10
C 6.197 -6.632 -1.560 -0.7 2.0 -4.2 -0.03
H 4.048 1.239 1.286 -1.6 -1.8 -0.9 0.07
H 2.586 1.102 0.108 1.0 -1.6 1.6 0.02
H 2.548 0.284 1.906 0.9 0.7 -2.1 0.05
H 4.924 -0.836 2.817 0.0 -1.7 -1.7 0.05
H 6.142 -1.627 1.608 -2.2 -0.2 0.8 0.03
H 4.698 -2.727 2.327 0.8 2.5 -0.7 0.06
H -0.575 -1.143 -0.855 2.3 0.0 1.5 0.11
H 1.040 -0.198 -0.708 -1.3 -2.0 1.4 0.09
H -0.145 -1.590 1.985 0.4 2.0 -0.9 0.10
H 0.373 0.307 1.798 -0.7 -2.1 -0.9 0.09
H -2.262 0.020 2.208 1.1 -0.8 -2.3 0.12
H -2.359 -0.940 0.486 1.1 1.3 1.7 0.08
H -0.570 1.611 0.253 -2.4 -0.6 0.2 0.10
H -2.376 2.072 0.733 1.1 -1.6 -0.7 0.09
H -2.816 0.292 -1.300 0.9 0.9 0.1 0.05
H -1.219 0.764 -1.723 -1.8 0.3 0.7 0.06
H -1.748 -2.921 -1.436 0.9 -1.6 1.5 0.11
H -1.710 -4.803 -1.303 0.9 2.2 1.2 0.14
H -3.051 -3.005 0.590 1.9 -2.0 0.5 0.11
H -1.478 -3.540 1.583 -1.4 -0.8 -1.5 0.13
H -1.986 -6.971 0.482 -0.2 1.1 2.0 0.13
H -0.913 -5.705 1.375 -2.2 -1.4 0.3 0.14
H -4.945 -9.951 1.270 1.1 2.4 1.1 0.20
H 5.775 -3.325 -0.127 -1.8 -2.2 0.3 0.07
H 5.359 -4.981 0.837 -0.3 1.3 -1.9 0.12
H 4.777 -3.154 -2.855 1.0 -2.7 0.2 0.11
H 5.377 -4.160 -5.323 0.6 -1.9 2.1 0.11
H 6.562 -6.755 -5.537 -1.0 1.4 2.4 -0.17
H 7.016 -8.309 -3.164 -0.9 2.2 0.3 0.03
H 6.362 -7.224 -0.557 -0.4 1.2 -2.5 0.11
O 1.561 1.766 -1.526 0.8 1.7 -0.9 0.03
C 1.831 2.902 -1.914 -0.2 -1.0 0.3 -0.47
O 2.781 3.097 -2.853 -0.4 -0.7 0.1 0.01
C 3.021 4.351 -3.520 0.1 0.3 0.0 -0.22
C 3.970 5.217 -2.717 0.1 0.0 0.3 -0.07
C 1.179 4.097 -1.282 -0.4 -0.1 -0.3 -0.05
H 2.082 4.860 -3.753 0.0 -0.1 0.1 0.12
H 3.486 4.105 -4.481 -0.2 -0.2 0.2 0.12
H 3.549 5.479 -1.743 0.0 0.1 -0.1 0.07
H 4.198 6.140 -3.255 0.0 -0.1 0.0 0.08
H 4.906 4.682 -2.523 -0.1 0.1 -0.1 0.08
H 1.744 4.388 -0.393 0.0 -0.1 -0.3 0.05
H 0.162 3.823 -0.988 0.3 -0.1 0.1 0.08
H 1.081 4.947 -1.954 0.2 0.1 0.1 0.07
Al 7.517 -8.438 -5.793 0.4 -0.3 0.2 0.82
N 5.776 4.304 -6.903 0.0 -0.1 0.0 0.00
C 5.216 4.597 -8.120 0.0 0.0 -0.1 -0.12
C 5.204 5.967 -8.263 -0.1 -0.3 -0.2 -0.11
C 5.782 6.519 -7.095 0.0 0.0 0.4 -0.12
C 6.128 5.470 -6.273 0.0 0.1 0.1 -0.14
H 5.908 3.374 -6.529 0.0 0.4 -0.2 0.15
H 4.875 3.809 -8.776 0.0 0.2 0.1 0.11
H 4.822 6.510 -9.118 0.0 -0.2 0.2 0.09
H 5.930 7.569 -6.877 0.0 -0.3 0.0 0.09
H 6.593 5.452 -5.297 -0.1 0.0 -0.2 0.11
C -4.511 -0.106 -5.379 -2.1 0.7 -0.9 -0.56
F -4.312 0.649 -6.507 0.3 -0.9 1.3 0.09
F -5.239 0.685 -4.526 1.1 -0.9 -0.5 0.10
F -5.353 -1.121 -5.754 1.2 0.8 0.6 0.10
S -2.917 -0.721 -4.622 2.7 1.6 -1.7 0.56
O -2.149 0.486 -4.286 -1.5 -1.2 -0.3 -0.31
O -2.278 -1.539 -5.662 -1.4 0.6 1.3 -0.28
O -3.316 -1.498 -3.441 1.0 -1.6 0.1 -0.28
Cl -2.609 6.481 2.401 -0.1 0.2 0.0 0.57
C -1.703 4.972 2.122 0.3 -0.5 -0.1 -0.64
C -0.199 5.183 2.197 -0.1 -0.1 0.2 -0.63
Cl 0.414 6.154 0.835 -0.2 0.5 0.4 0.61
H -2.006 4.570 1.150 0.1 0.2 0.2 0.07
H -2.019 4.266 2.895 0.1 0.1 -0.1 0.08
H 0.313 4.218 2.153 -0.2 0.1 0.0 0.08
H 0.092 5.680 3.128 -0.1 0.0 -0.2 0.07
C 7.686 8.245 -9.249 0.1 0.2 1.0 -0.92
O 7.899 8.499 -8.074 0.2 0.1 0.3 0.24
O 6.567 8.161 -9.768 -0.9 0.0 -0.6 0.30
O 8.556 8.032 -10.101 0.8 -0.2 -0.8 0.33
C -6.401 9.369 9.097 0.3 0.3 -0.2 -0.08
C -6.027 8.124 8.318 -0.4 -0.4 0.4 -0.16
N -5.021 8.348 7.268 0.6 0.5 -0.3 -0.04
C -4.602 7.375 6.370 0.0 0.7 0.1 0.02
C -3.705 7.967 5.529 -0.2 0.3 0.5 0.01
N -3.582 9.282 5.939 -0.4 -0.3 0.5 -0.09
C -4.368 9.492 7.007 -0.1 -0.8 -0.5 0.00
C -2.743 10.302 5.324 0.2 0.4 -0.1 0.02
H -6.780 10.150 8.430 -0.1 -0.1 0.1 0.09
H -7.179 9.141 9.832 0.2 -0.1 -0.2 0.10
H -5.535 9.770 9.634 -0.1 0.0 0.0 0.08
H -6.921 7.718 7.830 0.3 0.0 0.0 0.14
H -5.635 7.361 8.998 0.0 0.1 -0.2 0.14
H -5.011 6.381 6.444 0.1 0.0 -0.2 0.14
H -3.135 7.621 4.682 -0.1 -0.3 0.0 0.06
H -4.458 10.429 7.544 0.0 -0.3 -0.2 0.17
H -2.018 10.659 6.060 -0.1 0.0 -0.2 0.11
H -3.376 11.130 4.993 0.2 -0.1 0.0 0.11
H -2.213 9.886 4.463 -0.2 0.0 0.2 0.11
O -5.045 -3.531 -0.899 0.2 0.8 -0.6 -0.19
S -5.421 -2.112 -1.024 0.0 -2.1 4.3 0.33
O -4.874 -1.566 -2.279 -2.5 1.9 -1.4 -0.12
O -4.877 -1.357 0.119 -0.1 -0.3 -0.9 -0.25
O -6.891 -1.992 -1.036 1.1 0.5 -1.2 -0.13
Ca 7.809 -3.539 -3.092 0.0 -0.6 -0.2 0.82
C -7.478 -8.717 5.806 0.2 0.0 -0.2 -0.17
O -7.407 -8.030 4.571 0.2 0.0 -0.3 -0.13
H -8.386 -8.410 6.331 0.1 0.0 -0.1 0.08
H -7.512 -9.794 5.624 0.0 -0.1 0.3 0.07
H -6.606 -8.466 6.415 -0.1 -0.1 0.2 0.07
H -6.592 -8.322 4.128 -0.6 0.4 0.2 0.03
```
Positions in Å, forces in eV/Å.